1.
The following is a DFT calculation (wB97M-V/def2-TZVPD) of 4 unconnected molecules or ions with the total composition C54H54BBrClO12P2 in a non-equilibrium geometry.

Geometry as XYZ:
```
125
C54H54BBrClO12P2 (wB97M-V/def2-TZVPD)
O 1.27546 -1.01073 -2.56340
C -8.06384 -0.50259 3.32850
C -0.25354 -5.50534 -2.85545
H 2.51946 9.73959 -3.57219
C 2.85542 -3.77084 -4.25155
C 0.36909 -7.05916 2.76680
C -2.46076 -6.60061 5.29613
H 4.00351 0.52894 -0.89733
C -0.70408 -6.48983 3.44752
H 3.43630 -0.46013 -3.71818
C 1.46277 -2.14086 -2.96455
H 3.62420 0.78066 0.83845
H 3.47209 1.98150 -4.56567
C 2.62240 10.52463 -1.18013
H -0.12606 -6.50206 -3.25934
H 2.32313 5.46725 -4.37447
H -12.30341 -0.29178 8.14953
C 4.91728 2.29107 -6.48182
H -7.97884 0.01205 2.37904
H 2.56409 3.40615 -5.14634
P 3.84405 4.00976 -2.98740
O -7.57050 -3.39536 7.36035
H -0.89516 -3.54323 1.76594
H 5.82599 -3.32278 -5.82225
H -4.19834 -3.69011 5.48784
C -8.40374 -2.56634 7.04358
C 4.00020 -4.07435 -4.98493
H -2.06212 -5.99903 -1.81527
C -3.88096 -4.69802 5.72427
Cl 4.42925 5.03692 -1.14967
H 3.28650 11.62438 0.59863
H 6.64727 3.25943 -3.65246
H 9.51328 5.75469 -6.58269
O -11.29197 0.14340 5.90697
H 4.16664 -5.08353 -5.34110
H 4.79966 1.85324 0.02540
C 3.82992 1.31334 -0.12681
C -0.54341 -4.52729 2.05000
H 7.83649 6.23241 -7.00584
C 1.86034 -4.83391 -3.98011
C -7.06802 -1.38820 3.73185
C -10.70536 -2.62549 10.01710
H 8.77933 5.27260 -8.19671
C 3.55413 3.08696 -4.70931
O -2.65665 -3.46443 3.53821
C 6.48248 2.43300 -6.74060
C 8.01813 4.14137 -6.39367
O 2.01097 -5.95800 -4.42633
O 4.53438 3.41604 -5.70877
O 1.59320 2.22135 -2.85125
C -1.15196 -5.21448 3.09783
H 8.75682 3.30399 -6.45064
C -9.65479 -2.92215 9.16063
C 2.65493 -2.46963 -3.78172
H -6.20416 -1.55839 3.10044
H 4.79006 1.30531 -5.97310
C -8.28558 -1.83329 5.76107
C -1.36460 -7.24884 4.53638
H 2.71190 3.19477 0.21057
C 4.72384 -1.78253 -4.80492
H 5.44868 -1.00683 -5.02219
H 0.99708 -4.56442 0.55730
C 8.58405 5.41218 -7.11031
H -10.78337 -3.13311 10.97112
H 2.59991 9.98941 1.00034
C -0.59107 -2.94425 -1.81626
C 0.67707 -4.50913 -3.14518
P 5.64549 2.74738 -2.75599
C 0.49988 -3.22260 -2.63644
C -1.50643 -3.94346 -1.51617
H -0.72398 -1.94951 -1.40836
H -6.40730 -2.74850 5.25012
H 6.95719 2.10725 -5.77440
H -4.54168 -7.21044 7.90178
H 2.67439 7.51321 -4.47898
C -9.16331 -0.27146 4.14359
H 1.82300 -6.80568 1.21126
C -10.42907 -0.64263 6.24990
H 1.13666 7.69818 -3.51777
O 2.19994 9.21457 -1.56939
H -5.25281 -4.89879 7.35980
H -9.93278 0.42213 3.82853
C 2.35514 5.22243 -3.28864
C -10.51130 -1.32740 7.56321
H 0.72826 -8.04250 3.04362
C -11.56106 -1.02907 8.42875
H 0.77251 2.56572 -2.47852
C -1.34218 -5.22178 -2.04348
C 0.52191 -5.10196 1.36985
H 3.37756 10.89890 -1.91969
C 2.25016 7.56613 -3.44026
C 2.78971 8.92100 -2.85165
C -9.27197 -0.92759 5.36752
C 3.21225 10.55941 0.26817
H 7.83148 4.41852 -5.32975
B 2.67052 2.78251 -2.05966
H 1.37191 4.82699 -2.91070
O 6.77958 3.79398 -7.03542
H -2.75513 -8.29439 6.58965
H -2.35042 -3.72688 -0.87149
C 4.93355 -3.08297 -5.25612
C -3.06816 -7.28684 6.34570
H 4.26278 10.16768 0.25356
C -4.07290 -6.67656 7.08375
H -12.46909 -1.43624 10.32812
O -1.01010 -8.38199 4.80572
H -8.91583 -3.65955 9.44819
H 4.41975 2.21673 -7.48220
H 6.79999 1.71763 -7.54487
H 1.76731 11.25582 -1.20471
O 5.43032 1.24432 -3.01714
C -7.18110 -2.05669 4.94242
C 2.69666 2.33753 -0.51263
H 6.18007 2.95818 -1.44815
C -2.26143 -4.57435 3.84440
H 3.90191 8.87541 -2.69985
C -4.47445 -5.37890 6.77769
H 1.72188 1.80793 -0.29430
C -9.54958 -2.26719 7.93562
C -11.65452 -1.67368 9.65436
C -2.87668 -5.30777 4.97681
O 2.62023 6.48277 -2.61969
Br 5.17952 5.61840 -4.11254
C 3.58855 -1.47503 -4.06970
C 0.98371 -6.36367 1.73467
```

The gap between HOMO and LUMO is 4.575 eV. For the energy, the calculation gives -6734.85270 a.u. The charge is -1. The lowest unoccupied orbital energy comes out at -0.258 eV.

***

2.
The following is a DFT calculation (wB97M-V/def2-TZVPD) of a gas-phase ion, C2H6FN2 (charge +1) in a non-equilibrium geometry.

Geometry as XYZ:
```
11
C2H6FN2 (wB97M-V/def2-TZVPD)
H -0.33875 -0.44770 1.36178
N -0.22319 -1.29991 -0.92873
H -1.25617 1.14047 1.26227
H 0.15824 1.06408 2.06739
C -0.32180 0.62928 1.27372
N 0.32632 0.77661 0.02060
H 0.89098 1.64216 -0.28927
C 0.44137 -0.09553 -0.94226
F 1.23608 0.19633 -1.98390
H -0.84364 -1.57339 -0.22195
H -0.06945 -2.03241 -1.61966
```

The gap between HOMO and LUMO is 12.412 eV. For the energy, the calculation gives -288.92006 a.u. The charge is +1. The SMILES is CNC(=[NH2+])F. The lowest unoccupied orbital energy comes out at -3.712 eV. The value obtained for the energy above the lowest of the compared OMol25 structures with the same formula, charge and spin is 17.2 kcal per mole.

***

3.
The following is a DFT calculation (wB97M-V/def2-TZVPD) of 10 unconnected molecules or ions with the total composition C37H78N2O12 in a non-equilibrium geometry.

Geometry as XYZ:
```
129
C37H78N2O12 (wB97M-V/def2-TZVPD)
O -1.92514 -14.29714 39.73009
O 1.18318 -20.66902 43.44655
C 4.77226 -16.22618 41.28138
C -2.30780 -17.86586 46.08202
H -1.11731 -16.10358 44.28125
H 1.28200 -15.72176 48.38462
O -0.04380 -11.91950 44.53979
H 6.66932 -15.55969 43.63727
H -2.49983 -14.72490 42.41453
H 1.61043 -16.88605 43.96666
H -7.54145 -11.84564 42.99460
H -5.79614 -20.86491 41.66349
H -8.71743 -13.86615 43.85452
H 4.52707 -14.10565 42.66424
H -0.66851 -12.88672 39.26754
C 4.80410 -14.94915 43.13139
H 0.28620 -17.98283 43.68181
H 2.82144 -18.28405 47.77070
H -3.28786 -16.96964 47.73410
H 6.93076 -14.31157 42.65126
H -1.19216 -13.45601 42.46539
C -0.64673 -21.15123 42.13277
C 6.20637 -16.11841 41.61783
C 2.79314 -16.72029 37.89407
H -3.29369 -15.60468 39.24577
H 1.79714 -15.78904 41.06260
C -4.47535 -16.81295 45.90113
O -2.87128 -18.00743 44.79004
C -3.64345 -13.75035 38.25892
H 1.54574 -17.85611 42.57395
H -1.41750 -17.66785 42.23424
H -2.08629 -20.96108 43.94590
H 7.01239 -15.88014 40.97012
C -3.30646 -14.64355 39.41438
C 0.99523 -17.26908 43.23921
H -3.61204 -19.61885 39.71202
N 0.14619 -16.27604 42.56016
C -6.19320 -18.70731 41.46219
C 2.51790 -17.85160 46.90860
H -4.02731 -14.64901 40.17010
H 0.63304 -14.39465 41.30406
H -1.51991 -13.01176 44.71458
H 2.84736 -14.90887 45.89015
H -0.19955 -15.18132 38.05284
H -0.89722 -20.54791 41.44247
C 3.51857 -16.81257 46.42766
C 1.81191 -17.85548 38.33832
H -4.53390 -13.28805 38.29312
C -2.50576 -12.79585 38.17194
C -0.64010 -15.41040 43.60290
H -3.78937 -14.30025 37.28603
H 3.03785 -17.15397 37.03007
H 1.27444 -20.70235 41.33586
H -2.23213 -12.35554 40.28092
C 1.95173 -15.51917 37.74638
H -1.61945 -12.99295 37.40291
H -1.31210 -19.67485 43.44609
H -6.17231 -18.94591 42.58217
O 1.85118 -12.71762 43.97960
H 1.89454 -14.95278 36.83143
H -8.30632 -12.55543 41.37303
H 1.58439 -14.68873 42.49211
H -2.72532 -11.63348 38.03583
H 2.07689 -18.07875 39.35078
C -4.19762 -17.94916 44.84636
H -2.68724 -15.84326 46.39188
C -7.52973 -12.77893 42.32812
H -5.30258 -16.67305 41.44337
H 3.40008 -14.95190 47.63976
O 4.27142 -16.14983 42.62560
C -5.31986 -17.61128 40.79118
C -5.47255 -13.53202 43.15568
O 0.67578 -17.12795 38.52618
O 1.24734 -17.18378 46.79234
H -5.23351 -17.10041 46.50757
C -1.68411 -14.32002 43.03703
C -4.01570 -19.46486 40.77998
C -0.87455 -16.95470 41.71312
H 3.59878 -16.71395 38.68549
C -7.85291 -13.98067 43.16871
C -6.09745 -13.06396 41.84560
H 0.73852 -15.32278 46.79875
H -7.17692 -18.46860 41.30653
H 0.00430 -16.22543 36.67689
C 0.82465 -21.15591 42.20561
H -4.70067 -18.92159 45.08181
H -4.85039 -16.02248 45.34949
O -6.64239 -14.23736 43.83620
H 4.65453 -16.86659 46.84319
C -5.50663 -19.90367 40.90660
H -5.89183 -20.07638 39.95695
H -5.15331 -12.84746 43.82988
O -2.13799 -13.73479 44.18576
H 2.59246 -18.53785 46.09588
H -4.58429 -14.15761 43.06596
C -1.14603 -20.62136 43.50073
H 0.31995 -20.39749 45.32584
H -8.26377 -14.88177 42.84174
C 1.01702 -15.40718 41.72577
H -5.85201 -13.68200 40.97990
H 1.15077 -22.23840 42.11926
C 2.84730 -15.55268 46.83794
H -1.36471 -16.44877 41.21515
H 4.31715 -17.07316 40.98937
O -4.03454 -18.11482 40.93670
H 4.46510 -15.43423 40.67664
H -1.12689 -17.61975 46.16739
H -4.55193 -17.78349 43.87004
C 0.46206 -16.00733 37.69436
C 0.14086 -20.87924 44.37474
N 0.92892 -12.00483 43.69958
H -0.45155 -17.74393 41.01904
O 0.73659 -11.82287 42.50618
H -2.51308 -18.56145 46.66695
H -3.42373 -19.86974 41.38393
H 3.51608 -17.06827 45.19246
H -0.91868 -22.18511 41.90135
H 1.78510 -18.90757 37.66665
H 4.58351 -14.91988 44.25603
H 0.18959 -21.92159 44.53413
C -3.18523 -16.69493 46.64615
C 1.43489 -15.89880 47.18014
C 6.25498 -15.24796 42.84210
C -1.69453 -13.03244 39.40659
H -5.64251 -17.40331 39.89087
H 0.16747 -14.98744 44.12129
H -5.59681 -12.20527 41.61335
H 6.57186 -17.28163 41.87495
H 1.97565 -14.78213 38.49277
```

The gap between HOMO and LUMO is 8.220 eV. For the energy, the calculation gives -2468.03752 a.u. The lowest unoccupied orbital energy comes out at 0.441 eV. The value obtained for the energy above the lowest of the compared OMol25 structures with the same formula, charge and spin is 37.6 kcal per mole.

***

4.
The following is a DFT calculation (wB97M-V/def2-TZVPD) of a gas-phase ion, C3H4NO (charge +1) in a non-equilibrium geometry.

Geometry as XYZ:
```
9
C3H4NO (wB97M-V/def2-TZVPD)
N 1.10212 -0.55316 0.05985
C -1.16440 0.37974 -0.00606
H -1.01764 -1.94764 -0.12713
C 0.98583 0.74946 -0.00274
H 1.68743 -1.35581 -0.05365
H 1.68656 1.53992 -0.10227
O -0.19622 1.33388 0.04659
H -2.12900 0.75351 0.08558
C -0.95467 -0.89991 0.09984
```

The gap between HOMO and LUMO is 10.982 eV. For the energy, the calculation gives -246.31078 a.u. The charge is +1. The lowest unoccupied orbital energy comes out at -5.642 eV. The value obtained for the energy above the lowest of the compared OMol25 structures with the same formula, charge and spin is 51.0 kcal per mole.

***

What is the lowest unoccupied orbital energy in the first record?
-0.258 eV

***

Please write out number 2 again, unchanged.
The following is a DFT calculation (wB97M-V/def2-TZVPD) of a gas-phase ion, C2H6FN2 (charge +1) in a non-equilibrium geometry.

Geometry as XYZ:
```
11
C2H6FN2 (wB97M-V/def2-TZVPD)
H -0.33875 -0.44770 1.36178
N -0.22319 -1.29991 -0.92873
H -1.25617 1.14047 1.26227
H 0.15824 1.06408 2.06739
C -0.32180 0.62928 1.27372
N 0.32632 0.77661 0.02060
H 0.89098 1.64216 -0.28927
C 0.44137 -0.09553 -0.94226
F 1.23608 0.19633 -1.98390
H -0.84364 -1.57339 -0.22195
H -0.06945 -2.03241 -1.61966
```

The gap between HOMO and LUMO is 12.412 eV. For the energy, the calculation gives -288.92006 a.u. The charge is +1. The SMILES is CNC(=[NH2+])F. The lowest unoccupied orbital energy comes out at -3.712 eV. The value obtained for the energy above the lowest of the compared OMol25 structures with the same formula, charge and spin is 17.2 kcal per mole.

***

Which value of lowest unoccupied orbital energy does entry 3 give?
0.441 eV